Below is one molecule with the formula C6H12O5, with properties calculated with ωB97M-V/def2-TZVPD.

```
23
Properties=species:S:1:pos:R:3:forces:R:3
C -2.534202 -0.681121 -1.085464 0.09 0.16 0.45
H -3.536885 -0.952087 -0.768094 -0.10 -0.06 -0.02
C -1.653428 -0.471192 0.139717 0.37 -0.41 -0.61
C -0.268726 0.080549 -0.267195 -0.18 -0.63 0.73
C 0.722008 -0.001301 0.925838 0.04 0.55 -0.50
O 0.818423 -1.302550 1.425031 0.07 -0.48 0.05
H 1.347430 -1.827872 0.801522 -0.01 0.09 0.07
H 0.346921 0.626337 1.745465 0.09 0.02 -0.17
C 2.113500 0.554523 0.508217 -0.33 -0.32 0.69
C 2.650559 -0.254642 -0.650863 0.19 0.38 -0.06
O 2.654688 -1.458207 -0.692172 -0.03 -0.23 -0.01
H 3.043691 0.359884 -1.480048 0.09 -0.03 -0.14
O 2.101755 1.925385 0.248198 0.03 0.27 -0.34
H 1.332203 2.113824 -0.317152 0.05 -0.03 0.19
H 2.798262 0.398656 1.355085 -0.11 -0.08 -0.13
O -0.410456 1.411414 -0.708403 -0.16 0.42 -0.19
H -1.175104 1.771196 -0.226896 0.17 0.02 0.00
H 0.128392 -0.505403 -1.104174 -0.08 -0.02 0.08
H -1.515806 -1.419583 0.671624 0.00 0.17 -0.05
O -2.284610 0.486832 0.974940 -0.21 0.23 0.18
H -1.963488 0.380996 1.875925 -0.01 0.01 0.01
H -2.126893 -1.473054 -1.706670 0.04 -0.08 -0.10
H -2.588229 0.237421 -1.664426 -0.03 0.06 -0.12
```
Forces are in eV/Å.

Largest force on an atom: 0.019 hartree/bohr
SMILES: C[C@H](O)[C@@H](O)[C@@H](O)[C@H](O)C=O
E_HOMO: -9.81 eV
Energy relative to the best compared isomer or geometry (same formula, charge and spin): 0.235 eV
Spin multiplicity: 1